1.
{
  "formula": "C35H64BeCl4F6NO28S2",
  "method": "wB97M-V/def2-TZVPD",
  "species": ["Be", "C", "F", "F", "F", "S", "O", "O", "N", "S", "O", "O", "C", "F", "F", "F", "C", "C", "O", "C", "O", "O", "C", "H", "H", "H", "H", "H", "H", "H", "H", "C", "C", "O", "C", "O", "O", "C", "H", "H", "H", "H", "H", "H", "H", "H", "C", "C", "O", "C", "O", "O", "C", "H", "H", "H", "H", "H", "H", "H", "H", "C", "C", "O", "C", "O", "O", "C", "H", "H", "H", "H", "H", "H", "H", "H", "C", "C", "O", "C", "O", "O", "C", "H", "H", "H", "H", "H", "H", "H", "H", "C", "C", "O", "C", "O", "O", "C", "H", "H", "H", "H", "H", "H", "H", "H", "C", "C", "O", "C", "O", "O", "C", "H", "H", "H", "H", "H", "H", "H", "H", "C", "C", "O", "C", "O", "O", "C", "H", "H", "H", "H", "H", "H", "H", "H", "C", "Cl", "Cl", "Cl", "Cl"],
  "xyz": [[-1.2365, -2.6863, -1.2169], [-2.5489, -0.8489, 2.5900], [-2.9721, 0.0698, 3.4713], [-1.8608, -1.6413, 3.3607], [-3.5632, -1.5073, 2.0516], [-1.5734, -0.0338, 1.1221], [-2.5391, 0.1956, 0.0888], [-0.9994, 1.1855, 1.7111], [-0.5624, -1.2386, 0.5638], [0.6729, -1.1254, 1.5298], [0.5561, -0.5514, 2.8643], [1.3305, -2.4048, 1.5029], [1.8514, 0.0256, 0.4986], [2.5269, 0.7416, 1.3820], [2.7377, -0.7810, -0.2014], [1.1929, 0.9022, -0.2746], [-5.6144, -6.8080, -0.3562], [-4.8030, -5.5015, -0.1491], [-5.4927, -4.3105, -0.4733], [-4.9303, -3.0950, -0.5344], [-3.6997, -2.8560, -0.4403], [-5.8946, -2.1940, -0.7037], [-5.5605, -0.7774, -0.6494], [-6.5718, -6.7271, 0.1585], [-5.2020, -7.6385, 0.2169], [-5.6670, -7.1073, -1.4030], [-3.8097, -5.5976, -0.5876], [-4.7286, -5.2752, 0.9146], [-5.0178, -0.6031, 0.2797], [-6.3980, -0.0799, -0.6598], [-4.9938, -0.5102, -1.5413], [4.4964, 1.7788, -2.2636], [3.8903, 2.4407, -3.4931], [4.7552, 3.4889, -3.9401], [4.6332, 4.0808, -5.1199], [3.8197, 3.7943, -6.0108], [5.5709, 5.0620, -5.1671], [5.5547, 5.8980, -6.3485], [4.5307, 2.3467, -1.3338], [5.5372, 1.5258, -2.4653], [3.7474, 1.0160, -2.0507], [2.9004, 2.8792, -3.3667], [3.8669, 1.6468, -4.2397], [6.2174, 6.7412, -6.1534], [4.6438, 6.2472, -6.8347], [6.0311, 5.3870, -7.1852], [-4.8378, 2.7997, 0.8648], [-3.5499, 3.5718, 0.7681], [-3.4268, 4.5044, 1.8568], [-2.5296, 5.4996, 1.7353], [-1.6462, 5.7708, 0.9328], [-2.9270, 6.3307, 2.7586], [-2.2453, 7.6115, 2.8982], [-4.8797, 2.1928, 1.7693], [-4.9192, 2.0530, 0.0750], [-5.6901, 3.4775, 0.8176], [-3.5340, 4.0332, -0.2193], [-2.6085, 3.0248, 0.7171], [-1.1635, 7.4809, 2.8691], [-2.4979, 8.0276, 3.8735], [-2.5638, 8.2349, 2.0627], [1.2499, 4.0376, -1.0132], [0.8688, 5.4987, -1.0545], [1.7114, 6.4027, -1.8783], [1.9175, 6.2776, -3.1470], [2.6142, 6.9860, -3.8395], [1.1684, 5.2136, -3.6316], [1.1043, 4.8956, -4.9893], [2.2159, 3.9539, -0.5152], [1.2817, 3.5878, -2.0056], [0.4822, 3.5506, -0.4120], [1.1315, 5.7413, -0.0248], [-0.2148, 5.5779, -1.1425], [1.9465, 5.2728, -5.5694], [0.2586, 5.4140, -5.4413], [0.9422, 3.8297, -5.1495], [2.8199, -1.5850, -3.6086], [1.6844, -1.1902, -4.5588], [1.1657, 0.0598, -4.1831], [0.1783, 0.1733, -3.2982], [-0.3577, -0.7470, -2.6388], [-0.1865, 1.4329, -3.1944], [-1.1809, 2.0173, -2.3613], [3.1487, -2.6029, -3.8180], [2.5407, -1.3986, -2.5716], [3.6335, -0.8787, -3.7736], [0.9703, -2.0115, -4.4989], [2.0298, -1.2030, -5.5926], [-0.9255, 1.9739, -1.3026], [-2.2040, 1.6550, -2.4620], [-1.1536, 3.0474, -2.7167], [4.3833, -5.0571, 0.9223], [3.0849, -4.5384, 0.2521], [3.0818, -4.9350, -1.0695], [2.0357, -4.6901, -1.9000], [1.1078, -3.8463, -1.7062], [2.2461, -5.4124, -2.9342], [1.3488, -5.3441, -4.0304], [5.1442, -4.8869, 0.1606], [4.3702, -6.1242, 1.1437], [4.5616, -4.4360, 1.8002], [3.0648, -3.4653, 0.0619], [2.1838, -4.8451, 0.7833], [1.8252, -5.7117, -4.9392], [1.1645, -4.2780, -4.1630], [0.3678, -5.8188, -4.0503], [-0.7357, -4.5879, 3.6762], [-2.0215, -5.0691, 3.0074], [-1.7183, -6.1437, 2.2104], [-1.2323, -5.9187, 0.8921], [-1.1480, -4.8114, 0.3726], [-1.1081, -7.0669, 0.2760], [-0.4169, -7.2920, -0.9193], [-0.2117, -5.3687, 4.2274], [-0.8893, -3.7504, 4.3567], [-0.1129, -4.1834, 2.8783], [-2.5443, -4.3792, 2.3450], [-2.6770, -5.4000, 3.8129], [0.6431, -7.2090, -0.6792], [-0.6115, -6.4651, -1.6023], [-0.5358, -8.2868, -1.3486], [-1.5994, 2.6578, 4.5769], [-1.1178, 1.7159, 5.6873], [-1.8710, 1.8778, 6.8358], [-1.3616, 1.6718, 8.0603], [-0.2005, 1.3712, 8.1891], [-2.1972, 1.9209, 9.0622], [-1.7915, 1.7242, 10.4209], [-1.7326, 3.6820, 4.9254], [-2.5550, 2.3365, 4.1625], [-0.8526, 2.6968, 3.7839], [-0.1100, 2.1183, 5.7905], [-1.0945, 0.7400, 5.2023], [-0.9263, 2.3546, 10.6262], [-1.3509, 0.7336, 10.5326], [-2.5510, 1.9141, 11.1793], [6.0162, -1.0471, 0.9422], [6.0973, 0.7408, 0.9417], [4.6522, -1.6838, 1.9110], [5.6985, -1.6288, -0.7589], [7.5509, -1.7242, 1.5615]],
  "forces_ev_per_angstrom": [[1.24, 1.31, 2.45], [0.17, 1.09, 0.81], [-0.58, 0.52, -1.42], [1.05, -1.54, -0.41], [-0.29, -0.02, 0.00], [-1.66, 2.74, 0.84], [-0.27, -0.64, -0.32], [-0.40, -2.50, -1.41], [-2.97, 0.78, -0.43], [5.33, -1.56, 2.18], [-0.57, -0.40, -2.32], [-0.19, 0.14, -0.43], [0.34, -0.51, 1.07], [0.28, -0.22, -0.27], [-1.79, 1.64, 0.42], [0.46, -1.05, -0.38], [0.00, 0.95, 0.46], [0.48, -0.99, 1.86], [-0.78, 2.14, -1.86], [0.54, -0.47, -0.23], [-0.63, -0.30, -0.66], [0.21, -0.26, 0.22], [0.99, 0.16, 0.08], [-0.38, 0.32, -0.68], [0.80, 0.19, -0.15], [-0.35, 0.13, 0.13], [-0.04, 0.42, -0.21], [0.83, -1.13, 0.38], [0.24, 0.08, -0.37], [-0.72, -1.04, 0.08], [0.41, -0.17, 0.24], [-0.74, 1.00, 0.17], [0.46, 0.21, -0.36], [0.68, 0.28, 0.36], [-1.09, 0.06, -1.70], [1.85, 0.55, 1.96], [-1.53, -0.20, -0.71], [1.28, -0.08, -1.07], [-0.17, 0.63, -0.24], [-0.30, -0.80, -0.07], [0.72, -0.86, 0.08], [-0.09, -0.27, 0.17], [-0.29, 0.22, -0.38], [-0.32, -0.04, 0.43], [-0.65, -0.21, 1.21], [0.22, -0.51, 0.17], [0.18, -0.58, 0.64], [1.05, 0.03, -0.93], [0.44, -0.21, -1.29], [-0.56, 2.33, 0.94], [-1.57, -1.46, 1.02], [1.08, 0.00, -0.36], [0.15, -0.80, -0.46], [-0.11, 0.28, 0.31], [0.16, 0.29, -0.37], [0.02, -0.10, 0.07], [-0.20, 0.93, 0.13], [-0.27, -0.77, 0.46], [-0.04, -0.08, -0.15], [-0.34, -0.17, -0.25], [0.08, 0.21, 0.24], [0.36, -0.06, -0.78], [0.72, -0.34, 0.78], [-0.61, -0.20, 2.23], [-0.43, -0.75, -2.87], [-0.65, -0.81, 0.95], [0.35, 0.24, 1.34], [-0.22, 1.01, -1.63], [0.04, -0.35, -0.11], [0.01, -0.16, 0.18], [0.12, -0.08, 0.13], [-0.30, 1.12, -0.24], [0.25, 0.76, -0.73], [0.29, -0.38, 0.35], [-0.36, 0.02, 0.13], [0.36, 0.00, 0.38], [0.11, 1.19, -0.45], [0.78, -2.30, 0.85], [-1.22, 1.04, 0.31], [-1.05, -0.67, 1.04], [0.31, -0.12, -0.44], [1.07, -0.75, -1.05], [-0.39, 0.59, 0.51], [0.06, 0.05, 0.24], [-0.23, -0.59, 0.03], [0.35, -0.25, -0.12], [-0.71, 0.41, 0.05], [-0.11, 0.78, 0.07], [0.24, -0.11, -0.16], [0.25, -0.56, -0.43], [-0.12, 0.01, 0.34], [-0.92, 0.76, -1.10], [0.39, 1.45, 1.53], [-1.80, -1.86, -3.52], [-0.04, 2.28, 3.11], [1.09, -1.70, -0.30], [-0.58, -1.85, -1.47], [-0.23, 1.67, -1.57], [0.39, 0.07, 0.34], [-0.23, 0.13, 0.13], [0.18, -0.34, -0.02], [0.17, 0.37, 1.65], [-0.11, 0.02, -0.09], [0.50, -0.03, 0.43], [-0.19, 0.01, -0.36], [0.14, -0.46, 1.26], [-0.08, 1.10, -0.62], [0.24, 1.56, 1.43], [1.80, -2.56, -4.54], [-2.01, 0.59, 1.62], [0.26, 0.04, 0.04], [-0.89, -1.15, 1.84], [1.75, 1.45, -0.54], [-0.22, -0.16, -0.22], [-0.25, -0.10, 0.07], [0.45, -0.11, 0.11], [0.10, 0.77, 0.56], [-0.35, -0.33, -0.43], [0.24, -0.09, -0.07], [-0.28, -0.30, -0.40], [-0.80, 0.22, 0.41], [-0.89, 0.17, 0.21], [1.67, 1.69, -2.29], [-2.60, 0.02, 1.60], [2.21, 0.03, -0.28], [0.02, -0.35, 0.62], [-1.75, 0.24, -0.72], [2.14, -0.36, -0.16], [0.03, -0.01, 0.23], [0.01, 0.10, -0.12], [-0.05, -0.26, -0.01], [0.31, -0.81, 0.83], [-0.03, -0.48, 0.95], [-0.15, 0.40, 0.00], [-0.47, -0.27, 0.01], [-0.42, 0.02, -0.85], [-0.13, -0.32, -0.38], [-0.18, -0.93, 0.11], [0.64, 0.58, 0.08], [0.48, 0.33, 0.70], [-0.70, 0.32, -0.39]],
  "total_charge": 1,
  "homo_ev": -11.69,
  "e_tot_ha": -6784.120228,
  "max_force_ev_per_a": 5.965,
  "e_lumo_ev": -7.061,
  "orbital_gap_ev": 4.632
}

2.
{
  "formula": "C35H65BN11O5PRbS3",
  "method": "wB97M-V/def2-TZVPD",
  "species": ["Rb", "C", "C", "C", "C", "C", "C", "N", "N", "B", "N", "C", "C", "C", "N", "C", "C", "C", "N", "C", "C", "C", "N", "C", "C", "C", "H", "H", "H", "H", "H", "H", "H", "H", "H", "H", "H", "H", "H", "H", "H", "H", "H", "H", "H", "H", "H", "H", "H", "H", "H", "H", "H", "H", "O", "C", "C", "C", "C", "C", "C", "N", "H", "H", "H", "H", "H", "H", "H", "C", "C", "O", "P", "S", "S", "O", "C", "C", "H", "H", "H", "H", "H", "H", "H", "H", "H", "H", "O", "H", "H", "C", "N", "C", "N", "O", "H", "H", "H", "H", "H", "H", "C", "C", "N", "C", "S", "N", "C", "C", "H", "H", "H", "H", "H", "H", "H", "H", "H", "H", "H", "H"],
  "xyz": [[-0.7193, 0.5543, -0.0648], [-0.0514, -3.7247, 3.1093], [0.2445, -2.2633, 3.4529], [1.3752, -2.1754, 4.4787], [-0.9834, -1.5732, 3.9539], [-1.7318, -1.8832, 5.1085], [-2.7474, -0.9567, 5.1131], [-2.6072, -0.1686, 4.0299], [-1.5331, -0.5452, 3.3113], [-3.6404, 0.8963, 3.6167], [-4.3958, 0.4706, 2.3486], [-5.7043, 0.1464, 2.3313], [-6.0454, -0.1945, 1.0434], [-4.8458, -0.0504, 0.3149], [-3.8628, 0.3435, 1.1202], [-4.6485, -0.2511, -1.1562], [-5.1716, -1.6147, -1.6067], [-5.3176, 0.8714, -1.9554], [-3.0474, 2.3213, 3.4880], [-3.4518, 3.3469, 4.2616], [-2.8216, 4.4912, 3.8296], [-2.0285, 4.0612, 2.7482], [-2.1688, 2.7527, 2.5618], [-1.1819, 4.9472, 1.8794], [-2.0878, 5.8516, 1.0315], [-0.2415, 4.1660, 0.9703], [0.8432, -4.1984, 2.6994], [-0.3636, -4.2764, 4.0006], [-0.8473, -3.7871, 2.3651], [0.5669, -1.7640, 2.5376], [1.0702, -2.6232, 5.4306], [2.2522, -2.6998, 4.1015], [1.6618, -1.1375, 4.6550], [-1.5528, -2.6537, 5.8408], [-3.5597, -0.8110, 5.8069], [-4.4537, 0.9507, 4.5065], [-6.2999, 0.1807, 3.2292], [-7.0175, -0.4938, 0.6858], [-3.5747, -0.2207, -1.3528], [-6.2470, -1.6992, -1.4212], [-4.9844, -1.7453, -2.6750], [-4.6564, -2.4148, -1.0766], [-6.3893, 0.9094, -1.7382], [-4.8749, 1.8361, -1.7002], [-5.1748, 0.6986, -3.0237], [-4.1576, 3.1988, 5.0620], [-2.9143, 5.4881, 4.2304], [-0.5901, 5.5826, 2.5480], [-2.6727, 5.2336, 0.3469], [-2.7762, 6.4277, 1.6524], [-1.4843, 6.5459, 0.4401], [-0.8240, 3.5135, 0.3197], [0.3320, 4.8499, 0.3415], [0.4559, 3.5558, 1.5428], [-1.9955, 2.3647, -2.3497], [-1.1863, 3.0218, -3.2904], [0.1909, 2.4089, -3.4612], [1.1438, 3.0470, -4.2414], [2.4139, 2.4989, -4.3380], [2.6724, 1.3196, -3.6520], [1.6525, 0.7433, -2.9213], [0.4276, 1.2665, -2.8245], [-2.1426, 1.4658, -2.7003], [-1.0652, 4.0492, -2.9371], [-1.6833, 3.0569, -4.2694], [0.8983, 3.9730, -4.7494], [3.1839, 2.9896, -4.9196], [3.6545, 0.8670, -3.6739], [1.8098, -0.1835, -2.3789], [-2.8372, -5.0931, -5.2813], [-1.9646, -4.2914, -4.3319], [-2.1491, -2.9141, -4.6254], [-1.5809, -1.7202, -3.6332], [-2.5441, -0.1197, -4.2707], [-1.5098, -2.3570, -1.7768], [-0.0170, -1.6401, -4.0979], [0.3475, -1.1761, -5.3915], [1.2661, -2.2013, -6.0341], [-2.8028, -6.1508, -5.0151], [-2.4976, -4.9689, -6.3116], [-3.8651, -4.7347, -5.2162], [-0.9088, -4.5618, -4.4542], [-2.2363, -4.4882, -3.2942], [0.8586, -0.2157, -5.2789], [-0.5409, -1.0150, -6.0057], [2.1217, -2.3860, -5.3826], [1.6223, -1.8479, -7.0044], [0.7306, -3.1414, -6.1774], [0.5905, 1.6971, 3.2318], [0.5289, 0.7354, 3.1942], [-0.3238, 1.9791, 3.0592], [4.3574, 4.7948, 2.1185], [3.3278, 4.3541, 1.2039], [3.1473, 3.0242, 0.8395], [3.7160, 2.1256, 1.6838], [2.5451, 2.7550, -0.1917], [4.5356, 5.8595, 1.9722], [5.2965, 4.2558, 1.9614], [4.0587, 4.6528, 3.1619], [3.0528, 4.9910, 0.4785], [3.7394, 2.3655, 2.6626], [3.5008, 1.1337, 1.4990], [5.7659, -2.5175, 3.3080], [6.3311, -2.5667, 1.8881], [5.6350, -1.6763, 0.9509], [4.3212, -2.0852, 0.5820], [2.9022, -1.3236, 1.1376], [4.2737, -3.3405, -0.0788], [4.9130, -3.3985, -1.3901], [5.0685, -4.8419, -1.8544], [6.1816, -3.3111, 3.9370], [4.6824, -2.6339, 3.2598], [5.9802, -1.5534, 3.7766], [6.2350, -3.5784, 1.4907], [7.3943, -2.2984, 1.8895], [5.5728, -0.7441, 1.3371], [3.3038, -3.6172, -0.1455], [5.8910, -2.9244, -1.2950], [4.3424, -2.8313, -2.1423], [5.6938, -5.4004, -1.1558], [5.5261, -4.8799, -2.8468], [4.0939, -5.3322, -1.9085]],
  "forces_ev_per_angstrom": [[-0.10, -0.05, 0.36], [0.04, 0.09, -0.10], [-0.02, -0.07, 0.09], [0.01, -0.01, -0.10], [-0.29, 0.05, 0.02], [0.06, 0.05, 0.08], [0.04, -0.07, -0.01], [-0.16, 0.03, 0.23], [0.29, -0.09, -0.14], [0.29, -0.10, -0.27], [-0.29, -0.01, 0.17], [-0.02, 0.02, -0.11], [-0.05, 0.01, 0.00], [-0.03, 0.05, 0.21], [0.11, 0.02, -0.37], [-0.06, 0.02, 0.00], [0.11, 0.05, -0.04], [0.11, -0.02, 0.04], [-0.21, 0.11, 0.31], [0.06, 0.08, -0.06], [-0.01, 0.00, -0.02], [-0.09, 0.09, 0.25], [0.17, -0.01, -0.23], [-0.05, -0.08, -0.20], [0.10, -0.02, 0.06], [-0.01, 0.03, 0.17], [-0.01, 0.00, 0.00], [-0.02, -0.01, 0.01], [0.00, -0.05, 0.02], [0.06, 0.00, -0.01], [0.00, 0.02, -0.02], [0.07, 0.00, -0.01], [-0.01, 0.01, 0.06], [0.04, -0.01, -0.03], [-0.02, 0.05, -0.06], [-0.03, 0.01, 0.07], [0.06, 0.03, 0.03], [0.03, -0.02, -0.03], [0.00, -0.04, -0.04], [0.00, 0.01, -0.01], [-0.02, -0.01, 0.00], [-0.02, -0.04, 0.02], [-0.01, 0.00, 0.00], [-0.04, 0.01, -0.01], [-0.01, 0.03, 0.00], [0.00, -0.08, -0.03], [0.00, -0.01, -0.01], [0.04, 0.01, -0.03], [-0.03, 0.03, 0.00], [-0.02, -0.01, -0.01], [-0.02, 0.01, -0.01], [-0.01, 0.00, -0.09], [0.02, -0.04, -0.02], [0.00, -0.02, -0.06], [0.19, 0.16, 0.12], [-0.10, -0.06, 0.12], [-0.27, -0.17, 0.23], [0.33, 0.09, -0.17], [-0.33, -0.08, 0.17], [0.24, 0.15, -0.20], [-0.19, -0.16, 0.22], [0.32, 0.21, 0.02], [-0.12, -0.14, -0.14], [-0.01, 0.03, -0.05], [0.06, 0.01, -0.02], [-0.03, 0.00, 0.02], [0.03, -0.01, -0.02], [-0.03, -0.06, 0.04], [0.06, 0.01, 0.00], [0.11, 0.22, 0.04], [0.09, -0.05, -0.02], [-0.01, 0.35, 0.19], [0.39, -0.64, -0.40], [-0.16, -0.03, 0.08], [-0.14, 0.28, -0.12], [-0.16, -0.04, 0.10], [-0.01, -0.08, -0.23], [-0.08, 0.06, 0.16], [-0.02, -0.02, -0.04], [-0.03, -0.04, 0.00], [-0.02, -0.07, 0.01], [-0.01, 0.02, 0.03], [-0.01, 0.04, 0.05], [-0.05, -0.01, 0.00], [0.00, 0.03, 0.03], [0.03, -0.03, -0.06], [0.01, 0.02, 0.00], [0.02, -0.02, -0.01], [0.12, 0.09, -0.11], [-0.06, -0.03, 0.08], [-0.02, -0.05, 0.02], [-0.03, -0.11, 0.06], [0.09, -0.02, 0.09], [-0.26, 0.43, -0.38], [0.06, -0.71, 0.04], [0.16, -0.08, 0.17], [-0.02, 0.00, 0.00], [0.01, 0.04, 0.00], [0.01, 0.02, 0.00], [-0.07, -0.06, -0.06], [-0.03, -0.03, -0.05], [-0.11, 0.28, -0.01], [-0.02, -0.07, -0.13], [-0.09, 0.17, 0.10], [0.20, -0.22, -0.05], [0.17, 0.07, -0.29], [-0.38, 0.40, 0.27], [0.20, -0.11, 0.02], [-0.08, -0.10, 0.00], [0.02, 0.15, -0.01], [0.02, 0.02, 0.02], [-0.02, 0.00, 0.04], [-0.02, 0.00, 0.03], [0.05, 0.00, -0.02], [0.01, -0.07, 0.01], [-0.01, 0.05, -0.05], [-0.05, -0.01, 0.04], [0.00, 0.02, -0.01], [0.04, 0.05, 0.01], [-0.02, -0.02, 0.01], [-0.02, -0.04, 0.00], [0.01, -0.04, -0.01]],
  "s_squared": 0.755,
  "total_charge": -2,
  "homo_ev": [0.62, -2.24],
  "e_tot_ha": -3936.362572,
  "max_force_ev_per_a": 0.847,
  "spin_multiplicity": 2,
  "e_lumo_ev": [3.565, 3.560],
  "orbital_gap_ev": [2.942, 5.800]
}